Entry a
This record from the OMol25 dataset describes a 2-piece molecular cluster, C2H4ClNO overall. The level of theory is ωB97M-V with the def2-TZVPD basis set.

Computed properties:
Gap between HOMO and LUMO   8.360 eV
Highest occupied orbital energy   -0.30437 Ha
E_LUMO   0.08 eV

Structure (ORCA input):
```
! wB97M-V def2-TZVPD RIJCOSX def2/J DEFGRID3
* xyz 0 1
C 0.1492 0.4358 -0.0101
C 1.1726 -0.5207 -0.0528
N -0.2405 1.5951 -0.1151
O -1.5466 -1.0044 0.2356
Cl -2.8854 -0.1630 -0.0302
H 1.9205 -0.2670 -0.8039
H 0.7342 -1.5896 -0.0536
H 1.7954 -0.5799 0.9148
H -1.0995 2.0938 -0.0847
*
```


Entry b
This record from the OMol25 dataset describes one molecule with the formula C2H4ClNO. The level of theory is ωB97M-V with the def2-TZVPD basis set.

Computed properties:
Gap between HOMO and LUMO   11.351 eV
Highest occupied orbital energy   -0.38622 Ha
E_LUMO   0.84 eV

Structure (ORCA input):
```
! wB97M-V def2-TZVPD RIJCOSX def2/J DEFGRID3
* xyz 0 1
C -1.8916 0.2151 -0.1118
C 0.3248 -0.2457 0.4178
N -1.1458 -0.5249 0.5569
O 0.9183 -1.1880 -0.3742
Cl -3.5216 -0.1551 -0.2093
H -1.6419 1.0095 -0.8670
H 0.4913 0.7616 0.0292
H 0.6115 -0.3779 1.4412
H 0.1222 -1.3877 -0.8697
*
```


Entry c
This record from the OMol25 dataset describes a 2-piece molecular cluster, C2H4ClNO overall. The level of theory is ωB97M-V with the def2-TZVPD basis set.

Computed properties:
Gap between HOMO and LUMO   8.964 eV
Highest occupied orbital energy   -0.34742 Ha
E_LUMO   -0.49 eV

Structure (ORCA input):
```
! wB97M-V def2-TZVPD RIJCOSX def2/J DEFGRID3
* xyz 0 1
C -0.3307 -0.4839 -0.2386
C 0.0606 -0.4832 1.0208
N -2.7733 1.0732 -1.4744
O -1.8865 1.5216 -2.1479
Cl -0.2050 -1.6389 2.2636
H -3.8072 1.3032 -1.7139
H -0.8405 -1.3550 -0.6776
H 0.1908 0.1990 -0.8067
H 0.5500 0.2850 1.5165
*
```


Stability ranking, top and bottom: entry b is the most stable and entry a is the least stable.


Entry a
This record from the OMol25 dataset describes one molecule with the formula C6H9NS. The level of theory is ωB97M-V with the def2-TZVPD basis set.

Computed properties:
Gap between HOMO and LUMO   9.228 eV
Highest occupied orbital energy   -0.30761 Ha
E_LUMO   0.86 eV

Structure (ORCA input):
```
! wB97M-V def2-TZVPD RIJCOSX def2/J DEFGRID3
* xyz 0 1
C -1.1407 -1.5304 0.5069
C 0.2907 -1.4193 -0.0222
C 0.6282 -0.1277 -0.7031
C -0.1507 0.5760 -1.6882
C 0.4595 1.8180 -1.9360
C 1.5661 0.7290 -0.2870
H -1.1975 0.6137 1.7522
H -1.8049 -0.9234 -0.1089
H -1.4876 -2.6277 0.4818
H 0.2660 -2.3229 -0.7158
H 0.8777 -1.8159 0.7618
H -1.1392 0.3166 -2.1709
H 0.3151 2.5537 -2.6366
H 2.2161 2.6644 -0.8907
H 2.2565 0.4662 0.4717
N 1.4553 1.9004 -0.9181
S -1.2755 -0.7814 2.1412
*
```


Entry b
This record from the OMol25 dataset describes one molecule with the formula C6H9NS. The level of theory is ωB97M-V with the def2-TZVPD basis set.

Computed properties:
Gap between HOMO and LUMO   8.407 eV
Highest occupied orbital energy   -0.27262 Ha
E_LUMO   0.99 eV

Structure (ORCA input):
```
! wB97M-V def2-TZVPD RIJCOSX def2/J DEFGRID3
* xyz 0 1
C 1.3933 1.5874 0.3358
C 0.1169 1.9339 0.1910
C 1.6503 0.2028 -0.2007
C -0.3751 -1.3180 0.3072
C -1.8658 -1.2321 0.0430
C 0.2667 -0.2925 -0.6103
N -0.6495 1.0102 -0.4972
S -2.2333 0.5613 0.0740
H 2.1849 2.2009 0.7207
H -0.3492 2.8596 0.4815
H 2.3239 0.2404 -1.0587
H 2.1006 -0.4460 0.5549
H -0.1696 -1.0583 1.3491
H 0.0106 -2.3189 0.1088
H -2.1206 -1.6137 -0.9460
H -2.4777 -1.7156 0.7997
H 0.1936 -0.6014 -1.6528
*
```


Stability ranking, top and bottom: entry b is the most stable and entry a is the least stable.


Entry a
This record from the OMol25 dataset describes C6H9NS as an isolated structure. The level of theory is ωB97M-V with the def2-TZVPD basis set.

Computed properties:
Gap between HOMO and LUMO   9.321 eV
Highest occupied orbital energy   -0.30957 Ha
E_LUMO   0.90 eV

Structure (ORCA input):
```
! wB97M-V def2-TZVPD RIJCOSX def2/J DEFGRID3
* xyz 0 1
C -1.0506 1.7459 -0.0848
C -0.4263 0.4083 -0.0190
C 0.7446 0.2121 1.0052
C 0.8011 0.1847 -0.9751
C 1.3061 -1.2194 -0.6580
C 1.3919 -1.0264 0.6943
H -0.4283 2.6352 -0.3486
H -1.8020 1.6980 -0.8848
H -1.4373 2.1861 1.0188
H -2.7537 -0.0099 0.5976
H 0.7401 0.6346 2.0249
H 2.5586 1.4715 -0.2117
H 0.8010 0.5381 -2.0622
H 1.5808 -2.1651 -1.1933
H 1.9458 -1.8262 1.2816
N 1.4016 1.1823 0.0196
S -1.7261 -0.9543 -0.0084
*
```


Entry b
This record from the OMol25 dataset describes one molecule with the formula C6H9NS. The level of theory is ωB97M-V with the def2-TZVPD basis set.

Computed properties:
Gap between HOMO and LUMO   9.348 eV
Highest occupied orbital energy   -0.30759 Ha
E_LUMO   0.98 eV

Structure (ORCA input):
```
! wB97M-V def2-TZVPD RIJCOSX def2/J DEFGRID3
* xyz 0 1
C -0.7889 2.1321 0.0090
C -0.6592 0.6463 -0.0046
C -1.5837 -0.3053 -0.0576
C -1.0376 -1.7061 -0.0359
C 0.5039 -1.4546 0.0217
C 0.6723 0.0213 -0.0125
H -0.5321 2.5628 1.0256
H -1.8378 2.4079 -0.2359
H -0.1428 2.6188 -0.7496
H -2.6668 -0.1120 -0.0504
H -1.3741 -2.2183 0.8885
H -1.3522 -2.3466 -0.8536
H 0.8934 -1.9073 0.9234
H 0.9956 -1.9450 -0.8234
H 3.9480 1.0084 0.0543
N 1.7156 0.7229 -0.0840
S 3.2464 -0.1254 -0.0149
*
```


Entry c
This record from the OMol25 dataset describes C6H9NS as an isolated structure. The level of theory is ωB97M-V with the def2-TZVPD basis set.

Computed properties:
Gap between HOMO and LUMO   8.430 eV
Highest occupied orbital energy   -0.30893 Ha
E_LUMO   0.02 eV

Structure (ORCA input):
```
! wB97M-V def2-TZVPD RIJCOSX def2/J DEFGRID3
* xyz 0 1
C -0.8734 1.7365 -0.0079
C -0.8730 0.2933 -0.3250
C 0.3885 -0.3562 -1.0431
C -0.2454 -1.6211 -0.4369
C 0.6754 -0.4066 1.2388
C 1.4334 -0.1241 -0.0377
H -1.0234 2.3373 -0.8593
H 0.0689 2.0517 0.4643
H -1.7399 1.9004 0.6844
H -1.7782 0.0045 -0.9029
H 0.5927 -0.2159 -2.0728
H 0.4270 -2.4053 -0.0860
H -1.0910 -1.9931 -1.0181
H 0.5794 0.5126 1.8971
H 1.1254 -1.1788 1.8693
N -0.6833 -0.7725 0.7520
S 3.0169 0.2371 -0.1164
*
```


Stability ranking, top and bottom: entry b is the most stable and entry a is the least stable.


Entry a
This record from the OMol25 dataset describes one molecule with the formula C6H9NS. The level of theory is ωB97M-V with the def2-TZVPD basis set.

Computed properties:
Gap between HOMO and LUMO   9.515 eV
Highest occupied orbital energy   -0.32400 Ha
E_LUMO   0.70 eV

Structure (ORCA input):
```
! wB97M-V def2-TZVPD RIJCOSX def2/J DEFGRID3
* xyz 0 1
C 1.3326 1.3472 0.2885
C 0.2503 0.9040 -0.9707
C -0.4742 -0.3191 -0.1891
C -2.0553 -0.2683 0.2914
C 0.3181 -0.5621 1.1215
C 1.0511 0.6043 1.4939
H 2.6506 0.4447 -0.6330
H 3.5141 1.3367 0.5298
H 0.9639 2.4050 0.3330
H 0.6396 0.5767 -1.9836
H -0.5216 1.6593 -1.0081
H -2.3704 0.0085 1.4779
H -2.6398 0.5509 -0.0545
H -0.1679 -1.2911 1.9396
H 1.6064 0.7689 2.5792
N 2.6279 1.4053 -0.2602
S -1.5378 -1.6582 -0.8482
*
```


Entry b
This record from the OMol25 dataset describes one molecule with the formula C6H9NS. The level of theory is ωB97M-V with the def2-TZVPD basis set.

Computed properties:
Gap between HOMO and LUMO   9.807 eV
Highest occupied orbital energy   -0.32495 Ha
E_LUMO   0.96 eV

Structure (ORCA input):
```
! wB97M-V def2-TZVPD RIJCOSX def2/J DEFGRID3
* xyz 0 1
C -0.5632 1.9644 0.1804
C 1.9263 -1.2832 0.4699
C 0.9575 -1.3174 -0.4666
C 0.5037 1.2650 -0.7137
C 0.0348 -0.1800 -0.7278
C -1.2633 -0.0967 0.6269
N -1.3756 1.2858 0.8421
S -2.7812 -0.7345 -0.0919
H -0.4835 3.0355 0.2787
H 2.5444 -2.2033 0.5896
H 2.3690 -0.6285 1.0927
H 1.1544 -2.0668 -1.1956
H 0.5122 1.7107 -1.7560
H 1.5219 1.3820 -0.1405
H -0.5809 -0.4795 -1.6298
H -1.1413 -0.6936 1.5003
H -3.3353 -0.9601 1.1414
*
```


Stability ranking, top and bottom: entry b is the most stable and entry a is the least stable.


Entry a
This record from the OMol25 dataset describes a 5-piece molecular cluster, C5H8N2O2 overall. The level of theory is ωB97M-V with the def2-TZVPD basis set.

Computed properties:
Gap between HOMO and LUMO   7.365 eV
Highest occupied orbital energy   -0.31350 Ha
E_LUMO   -1.17 eV

Structure (ORCA input):
```
! wB97M-V def2-TZVPD RIJCOSX def2/J DEFGRID3
* xyz 0 1
C 2.4470 -0.2581 0.3642
C -1.0452 -0.8224 -0.6135
C -2.1322 0.2284 -0.4531
C -0.8841 0.6740 0.1227
C 0.3739 0.9399 -0.3636
H 2.0006 -1.4558 1.3261
H 2.3631 1.2352 0.7802
H 3.7256 -0.2778 -0.7660
H 0.2136 -2.3386 -0.1903
H -0.6618 -0.7680 -1.5708
H -2.3968 0.1582 -1.4936
H -2.8419 0.2866 0.2911
H -2.1351 1.4827 1.5833
N 1.0279 -0.3767 -0.1701
N -0.0390 -1.3859 0.2565
O -0.9609 0.6288 1.3797
O 0.9453 2.0496 -0.4827
*
```


Entry b
This record from the OMol25 dataset describes one molecule with the formula C5H8N2O2. The level of theory is ωB97M-V with the def2-TZVPD basis set.

Computed properties:
Gap between HOMO and LUMO   7.770 eV
Highest occupied orbital energy   -0.28165 Ha
E_LUMO   0.11 eV

Structure (ORCA input):
```
! wB97M-V def2-TZVPD RIJCOSX def2/J DEFGRID3
* xyz 0 1
C -2.8144 0.3424 0.0051
C -2.0357 -0.4800 -1.9288
C -0.7828 -0.4291 -0.0117
C 1.4794 0.5144 0.2995
C 0.3733 -0.5181 0.6850
N -0.9039 -0.7385 -1.2638
N -3.0517 -0.0390 -1.1993
O -4.1813 0.1656 -1.7897
O 0.2067 -1.0439 -2.0440
H -3.5016 0.5624 0.8285
H -2.0438 -0.5860 -2.9779
H 1.1447 1.5693 0.3396
H 1.9435 0.4978 -0.7167
H 2.2524 0.3090 1.0334
H 0.0934 -0.3717 1.8732
H 0.8411 -1.5097 0.6482
H 1.0144 -1.2516 -1.5190
*
```


Stability ranking, top and bottom: entry b is the most stable and entry a is the least stable.


Entry a
This record from the OMol25 dataset describes one molecule with the formula C5H8N2O2. The level of theory is ωB97M-V with the def2-TZVPD basis set.

Computed properties:
Gap between HOMO and LUMO   10.519 eV
Highest occupied orbital energy   -0.35772 Ha
E_LUMO   0.79 eV

Structure (ORCA input):
```
! wB97M-V def2-TZVPD RIJCOSX def2/J DEFGRID3
* xyz 0 1
C -0.5907 1.3355 1.0115
C -1.9817 -0.5192 0.0926
C -1.8055 0.9854 0.2162
C 0.4962 -0.7269 0.3805
C 1.3330 -0.5543 -0.8890
N 0.4536 0.6534 1.1169
N -0.8242 -1.2151 0.0939
O -3.0610 -1.0518 -0.0247
O 1.0790 -1.6219 1.2707
H -0.6101 2.2705 1.5599
H -2.7065 1.4198 0.6492
H -1.6901 1.3828 -0.7971
H 1.5762 -1.5428 -1.2716
H 2.2516 -0.0235 -0.6549
H 0.7740 0.0002 -1.6368
H -0.8995 -2.2223 0.0747
H 1.6699 -1.1194 1.8427
*
```


Entry b
This record from the OMol25 dataset describes C5H8N2O2 as an isolated structure. The level of theory is ωB97M-V with the def2-TZVPD basis set.

Computed properties:
Gap between HOMO and LUMO   9.025 eV
Highest occupied orbital energy   -0.32646 Ha
E_LUMO   0.14 eV

Structure (ORCA input):
```
! wB97M-V def2-TZVPD RIJCOSX def2/J DEFGRID3
* xyz 0 1
C 0.3097 0.2184 0.0421
C -0.6280 -0.3922 -0.8623
C 1.6661 -0.3902 0.2194
C -0.9225 -1.0721 1.0322
N 0.1487 1.5121 0.3489
O -1.8931 -0.3599 1.6193
C -0.1665 0.6716 -2.5724
O -0.6021 -2.1860 1.3156
N 0.0427 1.7997 -2.7683
H -2.2656 -0.8758 2.3566
H -0.5050 2.0606 -0.1990
H 0.8213 1.9643 0.9466
H -0.4069 -1.3706 -1.2568
H -1.6231 0.0123 -0.9510
H 2.1580 -0.0105 1.1155
H 2.2510 -0.1067 -0.6608
H 1.6154 -1.4748 0.2745
*
```


Stability ranking, top and bottom: entry a is the most stable and entry b is the least stable.


Entry a
This record from the OMol25 dataset describes one molecule with the formula C5H7N. The level of theory is ωB97M-V with the def2-TZVPD basis set.

Computed properties:
Gap between HOMO and LUMO   9.492 eV
Highest occupied orbital energy   -0.31383 Ha
E_LUMO   0.95 eV

Structure (ORCA input):
```
! wB97M-V def2-TZVPD RIJCOSX def2/J DEFGRID3
* xyz 0 1
C 0.6700 -0.0165 0.4726
C -0.2883 -1.1935 0.2591
C -1.4800 -0.7826 -0.1610
C -1.4555 0.7063 -0.1074
C -0.2372 1.1907 0.1851
H 1.7076 -0.2193 -1.3232
H 2.5222 0.5163 -0.1981
H 1.0294 0.1127 1.5200
H 0.0325 -2.2329 0.3774
H -2.3070 -1.4569 -0.4110
H -2.2870 1.3559 -0.3489
H 0.2164 2.2248 0.0560
N 1.8769 -0.2050 -0.3207
*
```


Entry b
This record from the OMol25 dataset describes one molecule with the formula C5H7N. The level of theory is ωB97M-V with the def2-TZVPD basis set.

Computed properties:
Gap between HOMO and LUMO   8.619 eV
Highest occupied orbital energy   -0.30896 Ha
E_LUMO   0.21 eV

Structure (ORCA input):
```
! wB97M-V def2-TZVPD RIJCOSX def2/J DEFGRID3
* xyz 0 1
C -1.4421 0.2800 -0.1140
C -0.4057 -0.6582 0.5075
C 0.3389 -0.4949 -0.8487
C 1.3951 0.3053 -0.0239
N 0.6620 0.0611 1.2238
C -0.5921 0.5950 -1.3258
H -2.1893 -0.3428 -0.6446
H -1.9856 1.0392 0.4613
H -0.7166 -1.5947 0.9789
H 0.7078 -1.2628 -1.5275
H 1.5383 1.3516 -0.3213
H 2.3688 -0.1921 -0.0278
H 0.3207 0.9131 1.6622
*
```


Stability ranking, top and bottom: entry a is the most stable and entry b is the least stable.